1.
{
  "formula": "C38H90O16",
  "method": "the ωB97M-V functional and the def2-TZVPD basis",
  "species": ["C", "C", "C", "O", "C", "H", "H", "H", "H", "H", "H", "H", "H", "C", "C", "C", "O", "C", "H", "H", "H", "H", "H", "H", "H", "H", "C", "C", "C", "O", "C", "H", "H", "H", "H", "H", "H", "H", "H", "C", "C", "C", "O", "C", "H", "H", "H", "H", "H", "H", "H", "H", "C", "O", "H", "H", "H", "H", "C", "O", "H", "H", "H", "H", "C", "O", "C", "C", "O", "C", "H", "H", "H", "H", "H", "H", "H", "H", "H", "H", "C", "O", "C", "C", "O", "C", "H", "H", "H", "H", "H", "H", "H", "H", "H", "H", "C", "O", "C", "C", "O", "C", "H", "H", "H", "H", "H", "H", "H", "H", "H", "H", "C", "O", "C", "C", "O", "C", "H", "H", "H", "H", "H", "H", "H", "H", "H", "H", "C", "O", "C", "C", "O", "C", "H", "H", "H", "H", "H", "H", "H", "H", "H", "H"],
  "xyz": [[4.062418, -2.884570, -2.036627], [2.603778, -2.683180, -2.060077], [2.201428, -3.265900, -0.766057], [3.021458, -4.466940, -0.745837], [4.349368, -4.020350, -1.109817], [4.671228, -2.013280, -1.795137], [4.348328, -3.207180, -3.037757], [2.046178, -3.243810, -2.810337], [2.247148, -1.654230, -2.106707], [1.132908, -3.475130, -0.715207], [2.303698, -2.566730, 0.063883], [5.095878, -4.649000, -1.595237], [4.803468, -3.759070, -0.153977], [1.418628, 5.418560, -0.481557], [1.434838, 6.676730, -1.339887], [1.927818, 6.248200, -2.690017], [1.826778, 4.852360, -2.779377], [1.904218, 4.306200, -1.493977], [0.395298, 5.108020, -0.270747], [2.065138, 5.409330, 0.395963], [2.022618, 7.475640, -0.887827], [0.418528, 7.055000, -1.450097], [3.000988, 6.426410, -2.758187], [1.580788, 6.762030, -3.586477], [2.926828, 3.991780, -1.285357], [1.212808, 3.465640, -1.553147], [5.086918, 0.958110, -1.587837], [6.051348, 2.180750, -1.721907], [6.835408, 2.131800, -0.428357], [5.857678, 1.819850, 0.484683], [4.972288, 0.918960, -0.096697], [5.557558, 0.036880, -1.931257], [4.149548, 1.143970, -2.112137], [5.584488, 3.162820, -1.797387], [6.751118, 2.087500, -2.552397], [7.295148, 3.096810, -0.215077], [7.577868, 1.351630, -0.260457], [4.000838, 1.184740, 0.320123], [5.291548, -0.037170, 0.318023], [-1.814022, 5.322840, 3.305303], [-1.749102, 3.969250, 4.020943], [-2.712642, 4.105160, 5.181973], [-3.375282, 5.375260, 4.922773], [-2.566232, 6.261070, 4.194863], [-2.408542, 5.214560, 2.398153], [-0.828332, 5.739820, 3.098783], [-0.771982, 3.850050, 4.489043], [-1.987332, 3.227280, 3.258823], [-2.242662, 4.225460, 6.158063], [-3.452972, 3.306070, 5.143653], [-1.893152, 6.834190, 4.832493], [-3.155522, 7.065960, 3.755543], [-3.667242, 1.997490, 0.771043], [-3.684292, 1.355130, -0.495467], [-3.163282, 2.963720, 0.748183], [-4.726632, 1.980360, 1.026963], [-3.287342, 1.321260, 1.536873], [-2.767842, 1.278230, -0.770797], [-1.793602, -0.406010, 4.194473], [-2.956712, -0.496480, 3.487083], [-1.947632, -0.725740, 5.225083], [-0.907192, -0.901550, 3.798453], [-1.429052, 0.620960, 4.171483], [-3.635552, 0.127540, 3.754253], [0.191278, -3.845720, -4.735857], [1.028088, -2.794850, -5.049877], [1.335488, -2.799740, -6.436657], [0.244628, -2.454280, -7.467867], [-0.194622, -1.096880, -7.438067], [-1.251552, -0.628260, -6.602537], [0.788378, -4.702430, -5.048307], [-0.785252, -3.840220, -5.220057], [-0.066392, -4.110370, -3.710347], [1.721378, -3.726790, -6.860637], [2.131718, -2.060620, -6.525047], [-0.673712, -2.999870, -7.250847], [0.346118, -2.852110, -8.477587], [-1.332512, -1.067030, -5.608047], [-2.135312, -0.761630, -7.226457], [-1.165182, 0.451360, -6.479787], [3.745918, 4.920220, 4.339933], [3.120648, 3.687860, 3.980113], [2.963448, 2.831900, 5.151683], [4.242808, 2.785210, 6.074263], [4.351518, 3.804980, 7.106373], [3.421968, 3.656390, 8.097963], [3.573648, 5.295500, 5.348683], [3.354018, 5.641800, 3.623093], [4.784828, 4.718180, 4.079263], [2.849938, 1.811040, 4.786913], [2.058748, 3.087450, 5.703333], [5.135418, 2.922950, 5.464033], [4.405858, 1.769850, 6.435593], [3.446718, 4.554570, 8.715033], [3.890538, 2.934290, 8.766623], [2.412938, 3.420370, 7.759943], [-2.446102, -4.397440, -0.353657], [-1.743892, -3.934890, 0.816683], [-2.634502, -3.379600, 1.774783], [-3.348602, -4.626970, 2.602843], [-4.690282, -4.466330, 2.919343], [-5.354672, -5.508640, 3.600203], [-3.369792, -3.876880, -0.606447], [-2.452582, -5.486160, -0.406147], [-1.762912, -4.195770, -1.178697], [-3.344382, -2.656120, 1.373843], [-1.966622, -2.802470, 2.414283], [-2.790342, -4.794760, 3.523873], [-3.431392, -5.471490, 1.918723], [-4.823212, -6.445790, 3.434663], [-6.373822, -5.620110, 3.230063], [-5.298312, -5.359110, 4.678423], [-3.747682, -3.521330, -4.334037], [-3.669982, -4.927930, -4.535007], [-4.884652, -5.604480, -4.716657], [-5.419662, -6.075290, -3.318907], [-5.687942, -4.995280, -2.487067], [-6.046662, -5.338690, -1.182127], [-2.930622, -3.142540, -4.948077], [-3.567452, -3.214110, -3.303877], [-4.663032, -3.032950, -4.668267], [-4.776202, -6.550750, -5.246657], [-5.633032, -4.974450, -5.197387], [-4.647942, -6.665010, -2.824157], [-6.355172, -6.632750, -3.365397], [-7.033352, -5.786750, -1.064677], [-6.225642, -4.431600, -0.604837], [-5.250232, -5.939700, -0.743277], [-1.120572, -0.528110, -2.706557], [-0.961862, -0.004990, -1.451547], [0.296178, -0.148310, -0.790637], [0.426988, 0.544360, 0.619953], [0.191198, 1.973480, 0.633543], [0.711198, 2.633830, 1.800643], [-2.076272, -0.105250, -3.016257], [-1.209102, -1.605610, -2.567747], [-0.286932, -0.260140, -3.355657], [1.173768, 0.204990, -1.332047], [0.421918, -1.204690, -0.553287], [1.434708, 0.316590, 0.967403], [-0.176482, 0.032810, 1.369783], [0.508508, 3.689520, 1.620243], [1.776268, 2.470260, 1.964863], [0.209458, 2.339210, 2.722353]],
  "forces_ev_per_angstrom": [[1.96, 0.63, -1.94], [-2.00, 1.19, 0.16], [-0.44, -1.02, 0.33], [-0.23, -0.46, 0.45], [-0.61, 0.52, 1.38], [-0.27, 0.20, -0.01], [0.37, 0.26, -0.13], [0.57, 0.09, -0.35], [0.33, 0.15, -0.35], [0.05, -0.86, -0.12], [0.98, -0.12, 0.50], [-0.94, -1.22, 0.11], [0.29, 0.56, 0.00], [0.11, -1.69, -1.22], [-1.01, 0.74, 0.46], [2.38, 0.13, -0.56], [-1.00, 0.11, -0.92], [-0.47, 0.22, 0.42], [0.07, 0.38, 0.61], [-0.28, 0.23, 0.04], [0.10, -0.02, -0.20], [-0.07, 0.10, 0.19], [0.52, 0.48, 0.24], [-0.84, -0.28, 0.18], [0.17, -0.18, 0.15], [0.32, -0.28, 0.62], [0.63, 1.35, -0.56], [1.24, -0.87, -0.97], [0.36, 0.29, -0.18], [-0.69, 1.57, 1.89], [-0.80, -1.02, 1.65], [-0.04, 0.22, -0.33], [0.02, -0.22, 0.06], [-0.37, -0.23, 0.04], [-0.23, -0.02, -0.34], [-0.04, 0.01, 0.27], [0.65, -0.14, -1.09], [-0.28, -0.26, -0.23], [-0.50, -0.63, -0.20], [0.38, 0.61, -1.07], [0.86, 0.68, 0.25], [-0.86, 1.52, -1.00], [-1.60, -0.40, 1.02], [0.42, -0.25, 0.95], [0.36, -0.05, -0.27], [0.02, -0.22, -0.44], [0.29, -0.47, -0.62], [0.14, -0.44, 0.58], [0.17, -0.53, 0.00], [-0.19, 0.24, 0.49], [0.40, -0.19, 0.57], [-0.41, -0.54, -0.48], [-1.05, -1.30, -0.09], [0.45, 0.26, -0.10], [-0.25, 0.07, 0.20], [-0.09, 1.09, 0.13], [0.82, 0.11, 0.08], [0.30, -0.31, -0.24], [1.23, 1.43, 1.43], [-1.22, -1.08, -1.86], [0.30, -0.02, 0.22], [-0.64, -0.84, -0.56], [0.00, 0.47, 0.49], [0.35, 0.07, 0.29], [-0.27, -2.32, -0.31], [-0.30, 1.29, -0.38], [0.36, 1.01, -1.35], [-2.69, 0.39, 2.05], [1.63, 0.75, -0.36], [-0.09, -0.37, -1.12], [-0.62, -0.86, -0.27], [0.07, 0.12, -0.45], [0.60, 1.19, 0.58], [0.29, -0.70, 0.82], [0.00, 0.04, -0.11], [-0.15, -0.67, 0.68], [1.17, 0.76, -0.23], [0.12, -0.38, -0.12], [-0.64, -0.22, 0.59], [0.47, -0.04, -0.02], [0.04, -0.17, -1.62], [-0.88, -0.88, 2.05], [1.49, 0.19, -0.33], [0.00, 0.87, -0.40], [0.39, -0.47, -2.93], [0.52, -0.09, 1.89], [0.10, -0.39, 0.01], [0.10, 0.20, 0.05], [0.37, 0.82, 0.62], [-0.15, 0.06, -0.23], [-0.02, 0.22, 0.09], [-0.16, 0.28, -0.25], [-0.50, -0.08, 0.73], [-0.43, 0.33, -0.29], [-0.94, -0.81, 0.41], [0.00, -0.11, 0.17], [1.95, 0.02, -0.55], [-1.52, 0.20, -0.61], [-0.15, -1.63, 1.47], [0.43, 0.92, -1.18], [-1.85, 1.91, 0.17], [1.21, -0.24, -0.12], [-0.21, -0.23, 0.53], [-0.85, -0.13, 0.50], [0.08, 0.38, -0.24], [-0.28, -0.31, -0.28], [-0.27, -0.17, 0.38], [0.44, -0.37, -0.17], [1.40, -0.39, -0.08], [-0.03, -0.36, -0.24], [0.04, 0.27, 0.15], [-0.37, 0.20, 0.16], [0.75, 0.08, -0.41], [-0.16, -0.03, -0.31], [-1.01, -0.49, 2.35], [0.00, 0.22, -0.41], [-0.21, 1.62, -0.05], [-0.21, 0.51, 0.43], [0.01, 0.40, 0.06], [-0.10, -0.30, 0.16], [-0.26, -0.40, -0.08], [0.49, 0.27, -0.47], [-0.03, 0.04, -0.17], [0.22, -0.49, -0.21], [0.01, -0.61, -0.58], [-0.05, -0.87, -0.55], [0.73, 0.29, -0.07], [-0.14, -0.18, 0.37], [-0.09, -0.54, -0.09], [0.99, 2.10, 2.89], [-0.44, 0.42, 1.29], [-0.64, 0.34, -0.52], [0.48, -1.16, 0.13], [-0.41, -0.16, -0.62], [0.12, -0.23, -0.62], [0.03, -0.43, -0.73], [-0.08, -0.09, -0.37], [-0.26, 0.08, -0.78], [0.27, -0.27, -0.09], [0.50, 0.17, -0.27], [-0.70, 0.12, -0.04], [0.18, -0.03, 0.18], [0.19, -0.01, -0.31], [-0.28, -0.21, 0.00]],
  "lumo_ev": 0.4,
  "e_above_lowest_kcal_mol": 0.00,
  "smiles": "C1CCOC1.C1CCOC1.C1CCOC1.C1CCOC1.COCCOC.COCCOC.COCCOC.COCCOC.COCCOC.CO.CO",
  "spin_multiplicity": 1,
  "energy_ev": -73611.33245,
  "largest_force_ev_per_a": 3.7
}

=====

2.
{
  "formula": "C3H6ClFO",
  "method": "the ωB97M-V functional and the def2-TZVPD basis",
  "species": ["C", "C", "C", "H", "H", "H", "H", "H", "H", "O", "F", "Cl"],
  "xyz": [[0.391075, -0.377920, -1.140991], [-0.701645, -0.288179, -0.074852], [-0.381138, -0.079978, 1.229267], [0.862193, 1.734664, -0.379376], [-0.043738, -0.340582, -2.112630], [0.970711, -1.345379, -0.969203], [-1.344497, 0.596583, -0.349194], [-1.259179, -1.246292, -0.223359], [-1.026507, -0.172494, 2.119907], [1.427875, 0.701219, -1.126975], [0.776192, -0.731773, 1.608157], [0.328659, 1.550131, 1.419248]],
  "forces_ev_per_angstrom": [[3.24, 0.71, 1.37], [-3.10, -0.64, -5.99], [3.67, 1.16, 6.03], [2.20, -4.33, -2.86], [-0.60, -0.35, -0.65], [-0.72, 1.16, -0.43], [0.03, -1.13, 0.03], [-0.04, 0.79, 0.30], [-0.50, -0.16, -1.09], [-3.55, 2.45, 2.59], [0.01, -2.15, 0.08], [-0.63, 2.50, 0.62]],
  "lumo_ev": 0.6,
  "e_above_lowest_kcal_mol": 81.56,
  "spin_multiplicity": 1,
  "energy_ev": -20492.28172,
  "largest_force_ev_per_a": 7.2
}

=====

3.
{
  "formula": "C6H10O",
  "method": "the ωB97M-V functional and the def2-TZVPD basis",
  "species": ["C", "C", "C", "C", "O", "H", "H", "H", "H", "C", "C", "H", "H", "H", "H", "H", "H"],
  "xyz": [[-1.644931, -0.671881, -0.019796], [-2.184817, 0.495939, 0.236000], [-0.569272, 1.939227, -1.105652], [-1.261210, 2.207353, -2.048952], [-2.788059, 1.376199, 0.705334], [-1.776743, -1.482560, 0.673012], [-1.362023, -0.917452, -1.024291], [0.363489, -0.144649, 0.299990], [-2.000717, 2.403915, -2.774776], [1.513675, -0.285100, 0.263164], [1.843668, -1.436702, 1.203359], [2.877878, -1.754795, 1.091564], [1.682240, -1.142291, 2.240226], [2.162739, 0.565889, 0.474640], [1.706855, -0.568194, -0.770299], [0.243730, 1.699789, -0.440707], [1.193498, -2.284688, 0.997184]],
  "forces_ev_per_angstrom": [[-0.33, -0.11, -0.93], [-1.56, -0.21, 1.57], [1.04, 0.27, -0.62], [-0.06, -0.21, 0.61], [0.70, -0.19, -0.56], [-0.06, 0.08, 0.38], [0.31, 0.10, -0.18], [2.35, 0.41, 0.21], [-0.18, 0.14, -0.35], [-1.45, -0.53, -0.07], [-0.01, 0.12, -0.05], [0.07, -0.11, 0.07], [0.04, -0.04, 0.05], [-0.49, 0.31, 0.10], [0.12, -0.08, -0.16], [-0.53, 0.19, -0.07], [0.03, -0.15, 0.02]],
  "lumo_ev": 0.8,
  "e_above_lowest_kcal_mol": 84.59,
  "smiles": "C=C=O.C#C.CC",
  "spin_multiplicity": 1,
  "energy_ev": -8427.57216,
  "largest_force_ev_per_a": 2.4
}